(1)
{
  "formula": "C18H36F7Hf2O10P2",
  "method": "ωB97M-V/def2-TZVPD",
  "species": ["Hf", "Hf", "F", "F", "F", "O", "P", "O", "F", "F", "O", "P", "O", "F", "F", "C", "C", "O", "C", "H", "H", "H", "H", "H", "H", "C", "C", "O", "C", "H", "H", "H", "H", "H", "H", "C", "C", "O", "C", "H", "H", "H", "H", "H", "H", "C", "C", "O", "C", "H", "H", "H", "H", "H", "H", "C", "C", "O", "C", "H", "H", "H", "H", "H", "H", "C", "C", "O", "C", "H", "H", "H", "H", "H", "H"],
  "positions_angstrom": [[5.4261, -1.4638, 2.2987], [-0.7088, -2.4305, 1.7856], [-0.0173, -4.3248, 0.8531], [4.1666, 0.4070, 2.1037], [6.3046, -3.2325, 1.2284], [1.2039, -2.0029, 0.5917], [2.5358, -1.9113, -0.0487], [3.7932, -1.9949, 0.7647], [2.5247, -0.5149, -0.7510], [2.5492, -2.9170, -1.2455], [3.6048, -1.9378, 3.5453], [2.2396, -2.2346, 4.0968], [1.0657, -2.3245, 3.1676], [1.9078, -1.2370, 5.2480], [2.3014, -3.5675, 4.9324], [0.9724, 1.9182, 0.9335], [0.5713, 1.0350, 2.0668], [0.0552, -0.0819, 1.8775], [0.7159, 1.5265, 3.4683], [1.9405, 1.6948, 0.4815], [0.9057, 2.9771, 1.1745], [0.2801, 1.7470, 0.1049], [1.7631, 1.4135, 3.7604], [0.0787, 0.8998, 4.0901], [0.4342, 2.5743, 3.5613], [0.5192, -3.6930, -5.7459], [1.1106, -2.3174, -5.5011], [0.4618, -1.3225, -5.7480], [2.4796, -2.1927, -4.9086], [0.8867, -4.1515, -6.6671], [-0.5362, -3.5028, -5.9424], [0.6943, -4.4617, -4.9935], [2.5302, -2.4221, -3.8402], [2.7737, -1.1432, -4.9446], [3.2281, -2.8043, -5.4129], [2.3066, 3.3314, -2.1939], [2.4383, 2.0441, -3.0243], [3.4950, 1.5814, -3.3792], [1.1825, 1.2687, -3.1765], [2.2627, 4.2042, -2.8451], [3.1874, 3.4662, -1.5659], [1.4143, 3.1913, -1.5881], [1.4313, 0.2185, -3.3314], [0.5554, 1.5425, -4.0272], [0.5510, 1.2777, -2.2850], [6.0543, -3.9678, -1.9832], [6.1609, -5.2235, -2.8275], [6.8966, -5.2071, -3.7782], [5.1695, -6.3573, -2.5746], [5.0847, -3.7929, -1.5112], [6.2568, -3.0334, -2.5007], [6.8067, -4.0047, -1.1919], [5.4378, -7.3790, -2.8280], [4.3530, -6.0804, -3.2502], [4.7328, -6.2957, -1.5774], [-0.9025, -3.6524, -2.4839], [-1.3255, -2.3723, -1.7940], [-1.2191, -2.2765, -0.5667], [-1.7701, -1.2632, -2.7562], [-1.1322, -4.4378, -1.7600], [0.1843, -3.5819, -2.5731], [-1.3914, -3.9205, -3.4159], [-0.9790, -0.8373, -3.3719], [-2.2172, -0.4570, -2.1669], [-2.6443, -1.5547, -3.3403], [5.7290, -0.3685, -2.1288], [6.6533, -0.4798, -0.9546], [6.2012, -0.6893, 0.1798], [8.1463, -0.5474, -1.1276], [6.1943, -0.9647, -2.9130], [5.6745, 0.6691, -2.4636], [4.7480, -0.7539, -1.8667], [8.6554, 0.2485, -1.6711], [8.3271, -1.4716, -1.6827], [8.5967, -0.5697, -0.1371]],
  "e_homo_ev": -14.987,
  "total_charge": 3,
  "energy_ha": -2937.06801
}

***

(2)
{
  "formula": "C18H36IO5PS",
  "method": "ωB97M-V/def2-TZVPD",
  "species": ["C", "C", "C", "C", "C", "C", "C", "I", "O", "S", "O", "O", "C", "P", "C", "O", "C", "C", "C", "O", "C", "C", "C", "C", "C", "C", "H", "H", "H", "H", "H", "H", "H", "H", "H", "H", "H", "H", "H", "H", "H", "H", "H", "H", "H", "H", "H", "H", "H", "H", "H", "H", "H", "H", "H", "H", "H", "H", "H", "H", "H", "H"],
  "positions_angstrom": [[5.4217, 0.9739, -0.8949], [3.8470, 0.4179, -1.0055], [3.0041, 0.7779, 0.3393], [1.5287, 0.0985, 0.4972], [0.9313, 0.7532, 1.9232], [0.2382, -0.3760, 2.9031], [1.3171, -1.0409, 3.9953], [0.0920, -2.1836, 5.4254], [1.6969, -1.3173, 0.8154], [1.7043, -2.3563, -0.5063], [2.1759, -3.7831, -0.0452], [0.0372, -2.5928, -0.9037], [-0.1194, -1.8039, -2.1355], [0.6185, -2.9115, -3.5566], [0.4947, -4.7687, -3.0286], [2.3294, -2.6265, -3.7510], [0.5640, -0.3019, -2.0779], [0.4201, 0.4722, -0.6451], [0.6648, 2.0849, -0.9948], [-0.8902, 0.1791, -0.0572], [-2.0293, 0.6553, -0.8203], [-3.0251, 1.7138, -0.0202], [-4.4928, 1.7325, -0.8132], [-3.1720, 1.4201, 1.5838], [-4.0772, 0.0733, 1.8449], [-3.8937, 2.7844, 2.2293], [5.4906, 2.0747, -1.3112], [6.1196, 0.2816, -1.5726], [5.8191, 0.9626, 0.2067], [3.4192, 0.9528, -1.9828], [3.9624, -0.7325, -1.2429], [3.6522, 0.3727, 1.2581], [3.0200, 1.9630, 0.4814], [1.8644, 1.1711, 2.5404], [0.2351, 1.6741, 1.7466], [-0.4040, -1.1808, 2.3478], [-0.5293, 0.2282, 3.5905], [2.1009, -1.7584, 3.4600], [1.8378, -0.1817, 4.6015], [-1.2505, -1.6332, -2.4547], [1.5700, -5.2086, -2.7672], [-0.1605, -4.9329, -2.0594], [0.0146, -5.4451, -3.8749], [2.7712, -3.2641, -3.0869], [1.6574, -0.3153, -2.5329], [-0.0608, 0.3451, -2.8656], [0.8269, 2.7492, -0.0472], [-0.1834, 2.5622, -1.6394], [1.6616, 2.1998, -1.6429], [-1.8125, 1.1406, -1.8585], [-2.7184, -0.2943, -1.0474], [-2.5696, 2.7905, -0.1983], [-5.3815, 2.0487, -0.1093], [-4.7735, 0.6992, -1.2899], [-4.4928, 2.5147, -1.7045], [-2.1035, 1.3820, 2.0834], [-4.1338, -0.5144, 0.8141], [-5.1367, 0.4217, 2.1981], [-3.5281, -0.5806, 2.6695], [-3.3576, 3.1185, 3.2182], [-5.0653, 2.6595, 2.3444], [-3.7474, 3.6550, 1.4269]],
  "e_homo_ev": -8.364,
  "energy_ha": -2120.52807
}